(1)
Molecular formula: C50H47F3N2O3P2PdSi
Method: DFT, wB97M-V/def2-TZVPD

Structure (ORCA input):
```
! wB97M-V def2-TZVPD RIJCOSX def2/J DEFGRID3
* xyz -2 1
Pd 0.07 -0.12 0.57
C 4.33 -2.29 4.46
C 4.49 -0.76 4.37
C 5.67 -0.34 5.24
C 3.19 -0.11 4.82
C 2.96 0.45 6.07
C 1.70 0.94 6.39
C 0.68 0.90 5.46
C 0.87 0.38 4.18
P -0.44 0.27 2.87
C -1.37 -1.10 3.69
C -2.17 -0.96 4.83
C -2.77 -2.07 5.41
C -2.58 -3.33 4.86
C -1.78 -3.48 3.74
C -1.19 -2.37 3.16
C -1.45 1.73 3.32
C -2.84 1.67 3.21
C -3.62 2.79 3.46
C -3.03 4.00 3.80
C -1.64 4.09 3.86
C -0.86 2.96 3.62
C 2.14 -0.13 3.91
O 2.35 -0.69 2.68
C 3.56 -0.37 2.09
C 3.59 -0.06 0.74
C 4.85 0.22 0.20
C 5.99 0.23 0.98
C 5.91 -0.06 2.34
C 4.69 -0.37 2.91
P 2.05 0.06 -0.33
C 2.62 -1.12 -1.65
C 2.36 -0.92 -3.01
C 2.80 -1.84 -3.95
C 3.44 -3.00 -3.56
C 3.66 -3.24 -2.21
C 3.27 -2.29 -1.27
C 2.47 1.71 -1.05
C 3.21 1.96 -2.20
C 3.46 3.26 -2.62
C 2.98 4.34 -1.89
C 2.24 4.10 -0.74
C 1.98 2.80 -0.33
H 4.14 -2.59 5.49
H 5.24 -2.79 4.10
H 3.49 -2.63 3.85
H 5.51 -0.65 6.28
H 5.83 0.73 5.21
H 6.59 -0.84 4.91
H 3.76 0.49 6.80
H 1.53 1.37 7.37
H -0.29 1.30 5.73
H -2.33 0.02 5.27
H -3.40 -1.94 6.29
H -3.06 -4.19 5.31
H -1.63 -4.46 3.30
H -0.57 -2.47 2.28
H -3.32 0.75 2.90
H -4.70 2.72 3.37
H -3.64 4.88 3.98
H -1.16 5.03 4.08
H 0.22 3.04 3.67
H 4.92 0.45 -0.85
H 6.95 0.46 0.53
H 6.81 -0.04 2.94
H 1.81 -0.06 -3.38
H 2.61 -1.64 -4.99
H 3.77 -3.72 -4.30
H 4.15 -4.15 -1.88
H 3.47 -2.49 -0.22
H 3.59 1.14 -2.80
H 4.01 3.43 -3.54
H 3.16 5.35 -2.23
H 1.84 4.93 -0.17
H 1.36 2.61 0.54
C -0.73 -3.43 -0.63
C -1.97 -2.62 -0.34
C -3.24 -3.17 -0.49
C -4.34 -2.33 -0.27
C -4.15 -1.01 0.05
C -2.83 -0.47 0.16
N -1.78 -1.35 0.01
N -2.51 0.77 0.47
Si -3.01 2.25 -0.15
C -4.63 2.18 -1.13
C -1.71 2.96 -1.31
C -3.25 3.53 1.22
H -0.84 -4.46 -0.28
H 0.14 -2.96 -0.17
H -0.55 -3.44 -1.70
H -3.36 -4.21 -0.77
H -5.34 -2.73 -0.35
H -4.99 -0.35 0.23
H -4.60 1.38 -1.87
H -4.79 3.12 -1.66
H -5.50 2.00 -0.48
H -1.44 2.23 -2.07
H -0.80 3.22 -0.76
H -2.07 3.86 -1.82
H -4.08 3.26 1.87
H -3.46 4.52 0.79
H -2.35 3.60 1.83
F 4.06 0.91 -7.48
C 2.74 1.22 -7.42
F 2.42 1.74 -8.63
F 2.65 2.25 -6.55
C 1.85 -0.03 -7.06
O 2.00 -0.96 -7.87
O 1.17 0.09 -6.03
*
```

Output
HOMO level: -1.88 eV

Here are the Löwdin charges for atoms 1 to 5, given in e: 0.225 -0.009 -0.423 -0.060 -0.098

(2)
Molecular formula: C50H47N2O28
Method: DFT, wB97M-V/def2-TZVPD

Structure (ORCA input):
```
! wB97M-V def2-TZVPD RIJCOSX def2/J DEFGRID3
* xyz -1 1
C -0.33 2.40 2.32
C -0.85 2.21 0.77
C -2.35 1.62 0.59
C -2.64 0.10 1.11
N -1.61 -0.55 1.97
C -0.42 -1.11 1.27
C -0.65 -1.95 -0.10
C 0.85 -2.07 -0.83
C 1.27 -0.61 -1.54
N 2.35 0.12 -0.75
H -0.51 3.53 2.63
H 0.84 2.25 2.33
H -0.90 1.73 3.10
H -0.85 3.30 0.30
H -0.11 1.59 0.09
H -2.69 1.67 -0.55
H -3.09 2.37 1.16
H -3.00 -0.52 0.17
H -3.62 0.18 1.79
H 0.11 -1.86 2.04
H 0.41 -0.27 1.09
H -1.33 -1.39 -0.91
H -1.09 -3.04 0.07
H 1.66 -2.22 0.03
H 0.89 -2.92 -1.65
H 0.32 0.09 -1.65
H 1.69 -0.80 -2.62
H 1.94 0.81 -0.07
H 3.02 -0.53 -0.29
C 0.12 1.65 8.17
C 0.70 1.27 7.02
C 1.28 2.27 6.09
O 1.82 1.90 5.05
C 1.18 3.69 6.45
C 0.61 4.07 7.59
C 0.05 3.07 8.54
O -0.46 3.44 9.59
O 0.51 5.40 7.94
O 0.77 -0.06 6.66
H -0.30 0.93 8.86
H 1.60 4.41 5.75
H 0.06 5.42 8.81
H 1.23 -0.07 5.80
C -5.51 -1.95 -2.37
C -5.73 -3.17 -2.86
C -4.75 -3.84 -3.76
O -4.97 -4.97 -4.17
C -3.53 -3.10 -4.11
C -3.30 -1.88 -3.63
C -4.27 -1.22 -2.71
O -4.03 -0.11 -2.27
O -2.16 -1.18 -3.96
O -6.89 -3.86 -2.55
H -6.21 -1.45 -1.72
H -2.83 -3.60 -4.78
H -2.23 -0.33 -3.48
H -6.82 -4.72 -3.03
C 1.69 -3.29 -8.19
C 0.37 -3.24 -7.97
C -0.26 -4.05 -6.89
O -1.47 -3.98 -6.70
C 0.61 -4.93 -6.08
C 1.92 -4.97 -6.31
C 2.56 -4.14 -7.37
O 3.77 -4.19 -7.54
O 2.74 -5.80 -5.56
O -0.45 -2.44 -8.73
H 2.16 -2.70 -8.97
H 0.13 -5.52 -5.31
H 3.65 -5.65 -5.91
H -1.36 -2.59 -8.38
C 0.81 8.64 2.82
C 1.14 7.39 3.16
C 0.42 6.68 4.25
O 0.73 5.52 4.54
C -0.65 7.40 4.96
C -0.97 8.64 4.62
C -0.28 9.35 3.51
O -0.61 10.49 3.21
O -1.98 9.33 5.29
O 2.16 6.72 2.52
H 1.32 9.17 2.03
H -1.15 6.87 5.77
H -2.02 10.21 4.85
H 2.20 5.84 2.95
C 4.35 -6.45 0.35
C 3.31 -5.81 -0.19
C 3.17 -5.67 -1.66
O 2.19 -5.09 -2.12
C 4.22 -6.24 -2.52
C 5.26 -6.88 -1.98
C 5.40 -7.04 -0.51
O 6.35 -7.65 -0.04
O 6.26 -7.41 -2.78
O 2.33 -5.25 0.61
H 4.47 -6.57 1.42
H 4.11 -6.11 -3.58
H 6.90 -7.82 -2.15
H 1.69 -4.85 -0.01
C -9.80 2.09 0.02
C -8.85 3.02 0.14
C -7.41 2.68 -0.06
O -6.56 3.55 0.03
C -7.07 1.28 -0.37
C -8.03 0.35 -0.48
C -9.47 0.70 -0.31
O -10.32 -0.17 -0.44
O -7.71 -0.97 -0.76
O -9.16 4.33 0.45
H -10.85 2.33 0.16
H -6.03 1.04 -0.49
H -8.58 -1.44 -0.79
H -8.30 4.80 0.47
C 6.56 0.89 0.45
C 6.33 -0.33 -0.04
C 7.32 -1.00 -0.93
O 7.09 -2.13 -1.35
C 8.54 -0.26 -1.28
C 8.76 0.96 -0.80
C 7.79 1.62 0.12
O 8.03 2.74 0.56
O 9.91 1.66 -1.13
O 5.17 -1.02 0.27
H 5.85 1.39 1.11
H 9.24 -0.75 -1.95
H 9.84 2.52 -0.65
H 5.25 -1.88 -0.20
*
```

Output
HOMO level: -2.07 eV

Here are the Löwdin charges for atoms 1 to 5, given in e: -0.154 -0.271 -0.230 -0.379 -0.193

(3)
Molecular formula: C50H48Cl3N4O8
Method: DFT, wB97M-V/def2-TZVPD

Structure (ORCA input):
```
! wB97M-V def2-TZVPD RIJCOSX def2/J DEFGRID3
* xyz 1 1
C -15.37 7.90 -18.40
N -16.63 7.18 -18.76
C -17.62 7.85 -19.38
C -18.82 7.20 -19.63
C -19.01 5.88 -19.28
C -17.93 5.20 -18.72
C -16.72 5.85 -18.55
C -20.36 5.26 -19.30
C -21.18 5.37 -20.42
C -22.43 4.72 -20.36
N -22.83 4.09 -19.26
C -22.00 3.87 -18.23
C -20.76 4.48 -18.20
C -24.12 3.38 -19.27
H -14.89 7.88 -19.38
H -14.82 7.36 -17.64
H -15.64 8.92 -18.12
H -17.37 8.87 -19.66
H -19.59 7.75 -20.14
H -18.08 4.14 -18.53
H -15.87 5.39 -18.06
H -20.82 5.96 -21.25
H -23.00 4.69 -21.28
H -22.42 3.49 -17.31
H -20.27 4.46 -17.24
H -23.91 2.38 -19.66
H -24.73 3.86 -20.03
H -24.62 3.40 -18.31
Cl -18.52 2.23 -17.08
O -19.16 1.77 -18.27
O -19.46 3.11 -16.37
O -18.08 1.24 -16.11
O -17.37 3.01 -17.44
Cl -15.85 -1.07 -21.04
C -16.24 -0.62 -19.35
C -15.20 0.33 -18.79
Cl -13.58 -0.42 -18.82
H -16.30 -1.62 -18.94
H -17.23 -0.18 -19.39
H -15.52 0.57 -17.77
H -15.15 1.26 -19.35
C -19.63 -1.76 -17.71
C -20.69 -1.94 -16.64
C -21.31 -0.69 -16.03
C -22.14 0.21 -16.82
N -22.67 0.97 -17.48
H -18.75 -1.17 -17.44
H -20.04 -1.27 -18.60
H -19.21 -2.69 -18.12
H -20.48 -2.57 -15.78
H -21.46 -2.60 -17.04
H -20.49 -0.06 -15.67
H -21.97 -1.02 -15.23
C -15.54 2.23 -12.42
C -15.86 2.76 -13.81
C -15.04 2.03 -14.85
C -13.59 1.91 -14.58
N -12.47 1.74 -14.39
H -15.66 1.15 -12.35
H -16.26 2.60 -11.68
H -14.55 2.53 -12.10
H -15.68 3.84 -13.80
H -16.91 2.59 -14.08
H -15.02 2.55 -15.82
H -15.61 1.10 -14.94
C -17.50 -1.80 -14.59
C -18.58 -1.38 -13.78
C -18.95 -2.07 -12.65
C -18.25 -3.20 -12.21
C -17.21 -3.62 -13.02
C -16.77 -2.88 -14.12
C -16.43 -4.89 -12.65
O -15.56 -5.27 -13.40
C -16.78 -5.54 -11.33
C -15.96 -6.64 -10.96
C -16.17 -7.23 -9.72
C -17.33 -6.90 -9.02
C -18.20 -5.89 -9.44
C -17.83 -5.09 -10.53
C -18.65 -3.89 -10.97
O -19.63 -3.51 -10.35
H -17.28 -1.21 -15.47
H -19.23 -0.56 -14.04
H -19.68 -1.68 -11.95
H -16.00 -3.27 -14.77
H -15.17 -7.02 -11.58
H -15.70 -8.14 -9.37
H -17.59 -7.46 -8.13
H -18.99 -5.67 -8.73
C -19.07 11.05 -17.18
C -20.18 10.21 -17.29
C -20.09 8.94 -16.74
C -18.95 8.45 -16.14
C -17.88 9.32 -16.09
C -17.90 10.61 -16.57
C -16.54 8.82 -15.58
O -15.59 9.54 -15.37
C -16.42 7.35 -15.32
C -15.14 6.84 -15.07
C -14.91 5.48 -15.04
C -15.97 4.62 -15.17
C -17.29 5.13 -15.35
C -17.51 6.50 -15.52
C -18.90 7.03 -15.70
O -19.85 6.27 -15.73
H -19.12 12.04 -17.61
H -21.12 10.54 -17.70
H -20.97 8.32 -16.85
H -17.02 11.24 -16.52
H -14.27 7.47 -14.97
H -13.95 5.07 -14.78
H -15.80 3.56 -15.04
H -18.10 4.41 -15.35
*
```

Output
HOMO level: -10.88 eV

Here are the Löwdin charges for atoms 1 to 5, given in e: 0.061 -0.061 0.012 0.035 -0.111

| no. | orbital gap (Eh) | E (hartree) |
| --- | --- | --- |
| 1 | 0.2021 | -3668.599546 |
| 2 | 0.0645 | -4149.476699 |
| 3 | 0.2318 | -4134.980071 |